Below is C35H49GeMgN4O3 as an isolated structure, with properties calculated with the ωB97M-V functional and the def2-TZVPD basis.

The geometry in XYZ format:
```
93
Properties=species:S:1:pos:R:3:forces:R:3:lowdin_spin:R:1
C -4.3544 2.1973 -2.3552 0.0 0.0 -0.1 0.000
H -4.9186 -0.9317 1.6947 0.0 0.1 0.0 0.000
H 1.6431 -2.6797 -2.2669 -0.1 0.0 -0.1 0.000
C 2.2694 2.4138 -5.0392 0.0 0.0 0.0 0.000
C -1.9725 3.8526 2.5061 0.0 0.1 0.1 0.000
C 3.3184 2.3171 3.5553 0.0 0.0 0.1 0.000
H 5.1816 2.0118 2.5288 -0.1 0.0 0.0 0.000
C -0.4449 -2.9622 -1.8049 0.0 -0.3 -0.3 0.006
H 4.0843 -2.4234 2.5543 0.0 0.0 0.0 0.000
H 3.5577 -0.9952 1.6480 0.0 -0.1 0.0 0.000
N 2.1589 1.9386 1.0819 0.0 0.0 -0.2 0.000
C 1.9469 -2.2355 2.3800 0.3 -0.2 0.2 0.007
H 4.1092 0.4658 -0.3122 0.0 0.0 0.0 0.000
C -1.3862 0.3596 -3.7685 -0.1 0.1 0.1 0.000
H 3.7665 2.4502 4.5321 0.0 0.0 0.0 0.000
H -1.9284 -0.2887 -4.4558 0.0 0.0 0.0 0.000
H -2.2628 0.8452 3.0218 0.0 0.0 0.0 0.000
H -3.9494 -0.8313 0.2194 0.0 0.0 0.0 0.000
H 0.7323 -4.3438 -0.6048 -0.1 0.0 -0.1 0.003
H 2.4550 -1.9543 4.4565 -0.1 0.0 0.0 0.000
C 3.3567 -2.0539 1.8310 -0.1 0.1 0.0 0.004
H 5.3599 1.5986 0.2006 0.0 0.0 0.0 0.000
Mg -0.5739 0.1956 -0.3270 0.4 0.1 -0.5 0.005
C -4.0074 -0.5158 1.2642 0.2 0.1 -0.1 0.001
H -2.0982 -2.8562 2.9555 -0.1 0.0 0.0 0.019
N -0.7054 2.0330 0.8152 -0.4 0.3 0.4 0.001
C -2.9834 -2.4700 2.4268 0.2 0.0 -0.2 0.051
C 2.3983 0.4960 -3.5879 0.1 -0.2 0.0 0.000
H -2.1013 -1.9112 -2.7208 0.0 -0.1 0.0 0.000
N -1.8814 1.2754 -1.5481 -0.4 0.1 0.0 0.001
C -2.6219 2.0519 -0.7219 0.3 -0.1 -0.1 0.000
O -0.3919 -1.9040 -0.7947 -0.2 -0.3 0.1 0.099
C -0.0508 2.5510 1.8825 -0.1 0.0 -0.2 0.000
H 3.4820 -2.6065 0.8966 0.0 0.0 0.0 0.000
H -0.1067 3.9341 3.5244 0.0 0.0 0.0 0.000
H 1.6486 1.1325 -0.5967 0.2 0.1 0.0 0.000
H -4.0874 0.5712 1.3009 0.0 0.0 -0.1 0.000
C 4.1026 2.0545 2.4500 0.1 0.0 0.0 0.000
H -2.4627 4.5605 3.1651 0.1 -0.1 -0.1 0.000
H -3.1825 -3.0911 1.5442 0.0 0.0 0.1 0.008
H -0.6197 -0.2070 -3.2486 0.0 0.0 0.0 0.000
H 0.6243 -3.8663 2.9450 0.2 0.0 0.0 0.015
C 1.5372 3.0837 -4.0698 -0.1 0.1 0.1 0.000
O 1.0448 -1.6385 1.4063 0.2 -0.2 0.3 0.159
H -0.2597 -5.1190 -1.8472 0.0 0.0 0.0 0.003
H -1.8041 -3.5213 -3.3930 0.0 0.0 0.1 0.000
C 1.7809 -1.5253 3.7129 -0.2 0.1 -0.1 0.000
C -1.9712 2.4707 0.5656 0.3 -0.1 -0.1 0.001
H 2.7602 -0.5093 -3.3928 0.0 0.1 0.0 0.000
C 1.6495 1.1603 -2.6317 -0.1 0.1 0.1 0.000
C 1.6386 -3.7238 2.5373 -0.2 0.1 -0.1 0.033
C -2.6308 3.3520 1.4023 -0.1 0.0 0.0 0.000
C 1.2229 2.4581 -2.8721 -0.2 0.2 0.1 0.000
H 1.2082 4.1010 -4.2480 0.0 -0.1 0.0 0.000
H 3.2861 0.5932 -5.5366 0.0 0.0 0.1 0.000
H -3.6366 3.6784 1.1937 0.0 0.0 0.0 0.000
H 1.3200 2.5732 4.2692 0.0 0.1 -0.1 0.000
C -2.3138 1.0390 -2.8025 0.2 0.0 0.1 0.000
H -3.8287 -2.5687 3.1058 0.0 0.0 0.0 0.003
C -3.8689 2.5104 -1.0944 -0.1 0.1 0.0 0.000
C 1.4017 2.2602 2.1322 -0.1 -0.2 -0.1 0.000
C 0.6870 -2.7348 -2.7970 0.0 0.1 0.1 0.002
C 4.2945 1.4974 -0.0005 0.0 0.0 0.0 0.000
H 1.7199 -4.2424 1.5756 0.0 0.0 0.1 0.002
H -2.5793 -3.3488 -1.8093 0.0 0.0 -0.1 0.000
H -4.4737 3.1118 -0.4341 0.0 0.0 0.0 0.000
C -2.7838 -1.0070 2.0355 -0.3 0.0 0.3 0.006
H 2.0103 -0.4657 3.6033 0.0 0.0 0.0 0.000
H 0.7518 -1.6253 4.0779 0.1 0.0 0.0 0.000
H 2.3371 -4.1888 3.2325 0.0 0.0 0.0 0.001
H -3.4511 -0.1390 3.8863 0.0 0.0 0.0 0.000
H 0.7360 -3.5679 -3.5006 0.0 0.1 0.0 0.000
C 2.6989 1.1191 -4.7934 0.0 0.0 0.0 0.000
H -1.7446 -0.6112 3.8909 0.0 0.1 0.0 0.000
H 0.6431 2.9752 -2.1111 0.1 0.0 -0.1 0.000
O -1.6072 -0.8990 1.1771 0.3 -0.4 0.0 0.103
Ge -0.5029 -2.3631 0.9710 -0.2 0.6 -0.4 0.392
C -0.6661 3.4750 2.7259 0.0 0.0 0.0 0.000
N 1.3093 0.5461 -1.3748 -0.1 -0.4 0.4 0.002
C 3.4862 1.8384 1.2201 0.0 0.0 0.0 0.000
H 4.0343 2.1483 -0.8369 0.0 0.0 0.0 0.000
H 2.5113 2.9025 -5.9735 0.0 0.0 0.0 0.000
C -3.5592 1.4838 -3.2269 -0.1 0.1 0.0 0.000
C -2.5423 -0.1750 3.2847 0.1 0.0 0.0 0.001
H 0.5443 -1.8184 -3.3726 0.1 -0.1 0.0 0.000
H -0.8777 1.1214 -4.3648 0.0 0.0 0.0 0.000
C -0.2383 -4.3093 -1.1179 0.1 0.1 0.2 0.046
H -5.3371 2.5391 -2.6564 0.0 0.0 0.0 0.000
C -1.8154 -2.9331 -2.4736 0.0 0.1 0.1 0.000
H -1.0435 -4.5052 -0.3916 0.1 -0.1 -0.1 0.023
C 1.9458 2.4134 3.4020 -0.2 -0.1 0.1 0.000
H 1.7568 -0.3638 -1.2757 0.1 0.1 -0.1 0.001
H -3.8842 1.2735 -4.2369 0.0 0.0 0.0 0.000
```
Positions in Å, forces in eV/Å.

- E_HOMO (spin up / spin down) (eV) = -13.49 / -13.49
- F_max (eV/A) = 0.73
- net charge = +2
- LUMO (spin up / spin down) (eV) = -5.70 / -7.81
- 2S+1 = 2